Record 1
The following is a DFT calculation (the ωB97M-V functional and the def2-TZVPD basis) of a cluster of 2 separate species, C5H11N2O in total in a non-equilibrium geometry.

The geometry in ORCA input format:
```
! RIJCOSX wB97M-V def2-TZVPD def2/J DEFGRID3
* xyz 1 1
C -0.6918 0.1672 -1.0245
C -2.3123 -0.3085 0.3071
C -1.0073 -0.4286 1.1032
C 2.0828 -1.1842 -0.3938
C 1.4006 -0.1891 0.5124
N -1.9576 0.0359 -1.0410
N -0.0294 -0.1122 0.3591
O -0.1255 2.1526 -0.3879
H -0.1199 0.6435 -1.8391
H -2.9754 -1.1439 0.5517
H -2.9470 0.5476 0.5939
H 0.6526 2.4803 -0.6049
H -1.0547 -0.9491 2.0272
H 2.2080 -0.9643 -1.4572
H 3.1290 -1.3127 -0.0407
H 1.5159 -2.0646 -0.1908
H 1.8010 0.7858 0.4424
H 1.5621 -0.5998 1.5587
H -1.1312 2.4440 -0.4757
*
```

Its max |F| is 9.15 eV Å⁻¹. The HOMO-LUMO gap comes out at 10.65 eV.

***

Record 2
The following is a DFT calculation (the ωB97M-V functional and the def2-TZVPD basis) of a cluster of 2 separate species, C5H11N2O2 in total in a non-equilibrium geometry.

The geometry in ORCA input format:
```
! RIJCOSX wB97M-V def2-TZVPD def2/J DEFGRID3
* xyz 1 1
C 0.2188 0.6020 0.8105
C 0.4720 0.6308 -1.4406
C -0.9671 0.2689 -1.0869
C 2.5077 0.8936 -0.0374
C -2.2597 -0.0847 0.9815
N 1.0964 0.7173 -0.1537
N -1.0615 0.1704 0.1876
O 0.3015 0.7596 2.0129
O -0.5782 -2.2969 0.3028
H 1.0859 0.1094 -2.1724
H 0.2670 1.7231 -1.8755
H -1.7674 -0.0660 -1.7889
H 0.1155 -2.6114 -0.3731
H 3.0635 0.2101 -0.7467
H 2.7257 2.0040 -0.1538
H 2.7553 0.3950 0.9806
H -2.1555 0.1776 2.0292
H -3.0653 0.4143 0.5340
H -2.3708 -1.2444 0.8712
H -0.3838 -2.7728 1.1188
*
```

Its max |F| is 3.86 eV Å⁻¹. The HOMO-LUMO gap comes out at 9.50 eV.

***

Record 3
The following is a DFT calculation (the ωB97M-V functional and the def2-TZVPD basis) of the ion C5H11N2S with charge +1 in a non-equilibrium geometry.

The geometry in ORCA input format:
```
! RIJCOSX wB97M-V def2-TZVPD def2/J DEFGRID3
* xyz 1 1
C 2.0179 -0.0515 0.2719
C 0.0231 1.1470 -0.0564
C -0.5049 -0.3290 -0.0995
C -1.5813 -0.6966 -1.1168
C -0.9135 -0.7987 1.2950
N 1.3193 1.0289 0.5097
N 3.2848 -0.2668 0.5976
S 0.9543 -1.3611 -0.4341
H 0.1503 1.4793 -1.0833
H -0.5793 1.8121 0.4913
H -1.6237 -1.7568 -1.1758
H -1.1779 -0.4662 -2.2844
H -2.5913 -0.2117 -0.9331
H -0.9393 -1.8369 1.3606
H -1.9142 -0.5206 1.5712
H -0.1130 -0.3481 2.0484
H 1.6217 1.8045 1.0726
H 3.9804 0.4099 1.0075
H 3.6092 -1.0580 0.1074
*
```

Its max |F| is 4.04 eV Å⁻¹. The HOMO-LUMO gap comes out at 10.40 eV.

***

Record 4
The following is a DFT calculation (the ωB97M-V functional and the def2-TZVPD basis) of the ion C5H11N2S with charge +1 in a non-equilibrium geometry.

The geometry in ORCA input format:
```
! RIJCOSX wB97M-V def2-TZVPD def2/J DEFGRID3
* xyz 1 1
C 1.0069 -0.7941 -0.0849
C 0.4067 1.5349 0.0131
C 1.9028 1.3116 0.5910
C -0.1141 0.1683 -0.4034
C -3.1168 -0.4206 -0.2855
N 2.0379 -0.1349 0.5238
N 0.9599 -2.0756 -0.1588
S -1.5493 -0.5254 0.6713
H -0.1762 2.0472 0.8641
H 0.3756 2.2648 -0.9006
H 2.6003 1.7939 -0.0376
H 2.0060 1.6223 1.6535
H -0.6232 0.0427 -1.3295
H -3.8042 -0.9527 0.3580
H -3.2451 -0.6896 -1.2852
H -3.4005 0.6936 -0.1863
H 2.9402 -0.5949 0.4641
H 0.0892 -2.6568 -0.4794
H 1.7041 -2.6348 0.0121
*
```

Its max |F| is 5.29 eV Å⁻¹. The SMILES is CS[C@H]1CCNC1=[NH2+]. The HOMO-LUMO gap comes out at 9.04 eV.

***

Record 5
The following is a DFT calculation (the ωB97M-V functional and the def2-TZVPD basis) of a cluster of 2 separate species, C5H11N2S in total in a non-equilibrium geometry.

The geometry in ORCA input format:
```
! RIJCOSX wB97M-V def2-TZVPD def2/J DEFGRID3
* xyz 1 1
C -2.0980 0.6543 0.0202
C -2.2653 0.1987 2.4095
C 1.2503 -0.3497 -1.0035
C 1.8381 -0.3698 0.3504
C 1.2783 0.8093 -1.7350
N -1.7964 0.4971 1.1289
N 0.6313 -1.4681 -1.3032
S -1.9951 1.0875 -1.4497
H -1.4649 0.5267 3.1627
H -3.1861 0.7211 2.6557
H 2.9316 -0.5417 0.1218
H 1.4681 -1.1947 0.9916
H 1.6886 0.5524 0.8613
H 0.2176 1.0865 -1.5777
H -2.6222 -0.8365 2.5162
H 1.9605 1.5644 -1.2832
H 1.3343 0.8558 -2.8722
H 0.6103 -2.2467 -0.7335
H 0.2191 -1.5466 -2.2605
*
```

Its max |F| is 5.08 eV Å⁻¹. The HOMO-LUMO gap comes out at 8.71 eV.

***

Record 6
The following is a DFT calculation (the ωB97M-V functional and the def2-TZVPD basis) of the ion C5H11N2S with charge +1.

The geometry in ORCA input format:
```
! RIJCOSX wB97M-V def2-TZVPD def2/J DEFGRID3
* xyz 1 1
C -0.5380 -0.6468 -1.8720
C 0.2817 -1.4693 -0.8931
N -0.0991 -1.3224 0.5227
C 0.0080 -0.0620 1.1615
C -1.2100 0.8566 0.9555
S -0.5979 2.5800 1.1033
C 0.9679 2.0681 0.7627
N 1.1741 0.7915 0.7400
H -1.5974 -0.9000 -1.8064
H -0.4199 0.4302 -1.7297
H -0.2027 -0.8644 -2.8854
H 1.3511 -1.2680 -1.0503
H 0.1376 -2.5259 -1.1151
H 0.3831 -2.0262 1.0667
H 0.1295 -0.2306 2.2337
H -1.9662 0.6697 1.7118
H -1.6491 0.7546 -0.0322
H 1.7671 2.7805 0.5884
H 2.0802 0.3845 0.5381
*
```

Its max |F| is 0.37 eV Å⁻¹. The HOMO-LUMO gap comes out at 9.25 eV.

***

Record 7
The following is a DFT calculation (the ωB97M-V functional and the def2-TZVPD basis) of the ion C5H11N2S with charge +1 in a non-equilibrium geometry.

The geometry in ORCA input format:
```
! RIJCOSX wB97M-V def2-TZVPD def2/J DEFGRID3
* xyz 1 1
C -1.9740 0.7750 0.1082
C -2.1726 -0.5766 -0.4448
C 0.2662 -0.2703 0.1792
C 0.3211 -0.7856 1.5933
C 1.6796 0.8115 -1.4461
N -0.9056 1.3361 0.4288
N 1.5488 0.1325 -0.1477
S -0.6271 -1.2760 -1.0141
H -2.8619 1.2809 0.4255
H -2.5718 -1.2011 0.3191
H -2.8912 -0.5961 -1.2394
H 0.9220 -1.6801 1.7502
H -0.7045 -1.0465 1.8419
H 0.5925 0.0087 2.2520
H 2.6152 1.3777 -1.3953
H 1.8590 0.1514 -2.2564
H 0.7702 1.4367 -1.3755
H 1.9091 0.7611 0.7320
H 2.2251 -0.6391 -0.3110
*
```

Its max |F| is 4.75 eV Å⁻¹. The HOMO-LUMO gap comes out at 9.86 eV.

***

Record 8
The following is a DFT calculation (the ωB97M-V functional and the def2-TZVPD basis) of a cluster of 2 separate species, C5H11N2Si in total in a non-equilibrium geometry.

The geometry in ORCA input format:
```
! RIJCOSX wB97M-V def2-TZVPD def2/J DEFGRID3
* xyz 1 1
C 1.4505 1.3897 0.8938
C 1.3140 1.5236 -0.4234
C 0.8610 0.0912 1.3204
C 0.2593 -0.4255 0.0481
C -0.0987 -1.8517 -0.1806
N 0.5772 0.2937 -2.2265
N 0.6831 0.3855 -0.9696
Si -2.1729 0.9890 -0.1531
H 1.9154 2.0841 1.5666
H 1.6441 2.2890 -1.0974
H 1.6469 -0.5818 1.6816
H 0.1531 0.1948 2.1458
H 0.8043 -2.4575 -0.2956
H -0.7039 -1.9809 -1.0770
H -0.6517 -2.2446 0.6691
H 0.1859 -0.5920 -2.5403
H -3.0010 -0.1167 0.3039
H -2.0305 1.2615 -1.5740
H -1.8156 2.0115 0.8201
*
```

Its max |F| is 2.49 eV Å⁻¹. The HOMO-LUMO gap (spin up / spin down) comes out at 7.11 / 7.11 eV.

***

Record 9
The following is a DFT calculation (the ωB97M-V functional and the def2-TZVPD basis) of the molecule C5H11N3 in a non-equilibrium geometry.

The geometry in ORCA input format:
```
! RIJCOSX wB97M-V def2-TZVPD def2/J DEFGRID3
* xyz 0 1
C 0.3224 0.4664 1.0507
C 1.4965 0.6950 -0.6849
C 0.7164 -1.7477 -0.3828
N 1.5823 1.1081 0.7079
C -0.9469 0.1818 0.1393
C 0.3919 -0.2901 -0.2707
N -1.5993 1.3345 -0.3984
N -1.9696 -0.7712 0.4869
H 1.5320 2.1124 0.8591
H -0.0164 0.4762 2.0682
H -1.6037 -1.5397 1.0424
H -2.6675 -0.3109 1.0703
H -2.2796 1.0203 -1.0887
H -0.9422 1.9465 -0.8675
H 1.1663 1.4846 -1.3677
H 2.3993 0.2349 -1.0983
H 1.7977 -1.9085 -0.4559
H 0.3741 -2.3328 0.4741
H 0.2461 -2.1598 -1.2842
*
```

Its max |F| is 3.35 eV Å⁻¹. The SMILES is C[C@]12CN[C@H]1C2(N)N. The HOMO-LUMO gap comes out at 8.38 eV.

***

Record 10
The following is a DFT calculation (the ωB97M-V functional and the def2-TZVPD basis) of the molecule C5H11N3 in a non-equilibrium geometry.

The geometry in ORCA input format:
```
! RIJCOSX wB97M-V def2-TZVPD def2/J DEFGRID3
* xyz 0 1
C -0.2568 2.2861 -0.5315
C -2.3405 0.2516 0.3674
C 1.6451 -1.8077 -0.7033
N -0.1853 -0.9909 0.8037
C -0.8470 0.1190 0.4099
C 1.2706 -0.7315 0.2976
N 0.0249 0.9473 -0.0815
N 2.1622 -0.1733 1.0376
H -0.6452 -1.7897 1.2121
H 3.0735 -0.6166 0.9433
H 0.6410 2.8981 -0.4147
H -1.0326 2.7771 0.0636
H -0.5772 2.2889 -1.5787
H -2.6944 0.3062 -0.6652
H -2.6464 1.1638 0.8841
H -2.8159 -0.6099 0.8407
H 1.8856 -1.3962 -1.6867
H 2.5045 -2.3929 -0.3690
H 0.8340 -2.5293 -0.8291
*
```

Its max |F| is 3.69 eV Å⁻¹. The SMILES is [H]/N=C(\C)N/C(C)=N/C. The HOMO-LUMO gap comes out at 9.02 eV.

***

Record 11
The following is a DFT calculation (the ωB97M-V functional and the def2-TZVPD basis) of a cluster of 2 separate species, C5H11N3 in total in a non-equilibrium geometry.

The geometry in ORCA input format:
```
! RIJCOSX wB97M-V def2-TZVPD def2/J DEFGRID3
* xyz 0 1
C 1.2403 -1.1495 0.1542
C 0.8528 -0.2620 -1.0400
C 1.3532 1.1711 -0.8882
C -2.4117 -0.2481 0.0090
C -2.0932 0.6629 0.8649
N 0.7235 -0.7330 1.4429
N -2.7589 -1.4032 -0.2532
N -1.7706 1.8233 1.1505
H -2.9136 -1.6425 -1.2301
H -1.6310 2.0359 2.1363
H 1.0189 0.2152 1.6446
H -0.2924 -0.7522 1.4422
H 2.3323 -1.1829 0.2363
H 0.8873 -2.1713 -0.0270
H 1.2733 -0.7082 -1.9458
H -0.2355 -0.2577 -1.1383
H 0.7861 1.7045 -0.1195
H 2.4096 1.1801 -0.6165
H 1.2299 1.7174 -1.8223
*
```

Its max |F| is 2.05 eV Å⁻¹. The SMILES is N=C=C=N.CCCN. The HOMO-LUMO gap comes out at 7.93 eV.

***

Record 12
The following is a DFT calculation (the ωB97M-V functional and the def2-TZVPD basis) of a cluster of 2 separate species, C5H11N3 in total in a non-equilibrium geometry.

The geometry in ORCA input format:
```
! RIJCOSX wB97M-V def2-TZVPD def2/J DEFGRID3
* xyz 0 1
C 1.8241 1.1220 0.1517
C -1.8612 -0.1052 0.8773
N 1.0175 0.1873 -0.6873
C -1.1430 -0.1703 -0.7578
C 1.4133 -0.1815 0.6291
N -1.3280 1.0282 -1.4247
C 1.6527 -1.2928 1.2964
N -1.2614 -1.3088 -1.3136
H 1.4911 -0.2321 -1.4868
H -2.2250 1.4748 -1.3104
H -0.5947 1.7048 -1.2524
H -0.3799 -1.7058 -1.6262
H 2.8484 1.2707 -0.1763
H 1.2931 2.0123 0.4578
H -1.9724 -1.1348 1.2042
H -2.8558 0.2867 0.6581
H -1.4399 0.5457 1.6440
H 2.3383 -1.2870 2.1281
H 1.1828 -2.2143 0.9888
*
```

Its max |F| is 5.08 eV Å⁻¹. The SMILES is [H]/N=C(\C)N.C=C1CN1. The HOMO-LUMO gap comes out at 8.08 eV.

***

Among the records above, which one has the lowest max |F|? number 6

***

Which of these has the lowest max |F|? number 6

***

Among the records above, which one has the lowest max |F|? number 6

***

Which formula does entry 7 have? C5H11N2S